No. 1
A cluster of 10 separate species, H20O10 in total, computed with ωB97M-V/def2-TZVPD.

Computed properties:
Kohn-Sham gap, eV: 9.864
Calculated total energy, Ha: -764.29966
SMILES: O.O.O.O.O.O.O.O.O.O
Relative energy (zero: lowest compared OMol25 entry of this formula, charge and spin), kJ/mol: 478.5
HOMO, eV: -10.24

ORCA input file:
```
! RIJCOSX wB97M-V def2-TZVPD def2/J DEFGRID3
* xyz 0 1
O 0.74141 0.36037 0.25056
H 0.41891 -0.30836 -0.36408
H 0.25883 1.15751 0.00423
O -0.98970 -2.31450 -0.79064
H -1.66950 -2.23760 -0.11171
H -0.42074 -3.02489 -0.47340
O 4.96104 0.61703 -2.31291
H 5.41554 -0.07984 -1.82630
H 4.27581 0.91843 -1.70579
O 0.51134 3.82748 0.45334
H 0.15024 2.93495 0.40876
H 0.39860 4.08023 1.37659
O 0.17910 1.23202 -4.23052
H 0.06388 0.75530 -3.40079
H -0.57668 1.82919 -4.26478
O 1.56518 -4.56424 1.85342
H 0.99364 -3.82524 1.61633
H 0.95671 -5.30190 1.97435
O 0.30488 2.19816 3.67826
H 1.01279 1.86789 3.11366
H 0.49083 3.14030 3.76064
O -2.60364 -3.27689 0.97299
H -3.30969 -3.54069 1.57374
H -2.04844 -2.69540 1.50460
O -2.24206 3.62814 2.06654
H -1.96944 2.87408 2.60139
H -1.41173 4.02221 1.77628
O -2.15124 -1.61649 -2.38155
H -2.73142 -0.89997 -2.10050
H -2.50853 -2.39475 -1.93925
*
```

=====

No. 2
A structure of composition H20O10, computed with ωB97M-V/def2-TZVPD.

Computed properties:
Kohn-Sham gap, eV: 9.154
Calculated total energy, Ha: -764.30412
Relative energy (zero: lowest compared OMol25 entry of this formula, charge and spin), kJ/mol: 466.8
HOMO, eV: -9.90

ORCA input file:
```
! RIJCOSX wB97M-V def2-TZVPD def2/J DEFGRID3
* xyz 0 1
O -38.71485 -29.35592 -11.57734
H -39.50605 -28.98564 -11.87254
H -38.01730 -28.64918 -11.74685
O -42.35506 -26.88486 -14.50101
H -42.71777 -27.82003 -14.60003
H -42.58352 -26.36555 -13.78245
O -40.51354 -27.13158 -8.91354
H -40.04075 -27.79556 -8.61277
H -40.35456 -27.15298 -9.92354
O -38.56509 -23.95015 -13.66067
H -39.05625 -24.73101 -13.45215
H -37.71380 -24.21486 -14.07594
O -42.51385 -29.73065 -10.01759
H -42.34394 -29.82462 -10.95946
H -42.91252 -28.91334 -9.84759
O -43.35800 -27.22731 -9.41779
H -42.80366 -26.67618 -9.91589
H -43.19938 -27.27947 -8.51701
O -41.86282 -30.08342 -12.73692
H -42.60946 -29.87687 -13.16373
H -41.38636 -29.17227 -12.61048
O -41.03246 -27.60657 -11.99795
H -41.87934 -27.08151 -11.72775
H -40.62437 -27.07675 -12.75350
O -42.93804 -25.98020 -11.87887
H -43.89024 -25.87913 -11.80782
H -42.73719 -25.04370 -12.13368
O -40.15483 -26.47731 -14.32110
H -39.57089 -26.98856 -14.96817
H -41.10419 -26.56018 -14.48634
*
```

=====

No. 3
A cluster of 10 separate species, H20O10 in total, computed with ωB97M-V/def2-TZVPD.

Computed properties:
Kohn-Sham gap, eV: 9.119
Calculated total energy, Ha: -764.21333
SMILES: O.O.O.O.O.O.O.O.O.O
Relative energy (zero: lowest compared OMol25 entry of this formula, charge and spin), kJ/mol: 705.2
HOMO, eV: -9.36

ORCA input file:
```
! RIJCOSX wB97M-V def2-TZVPD def2/J DEFGRID3
* xyz 0 1
O 0.34805 0.25914 0.29325
H -0.35115 -0.27010 0.72193
H 0.42957 0.10284 -0.59333
O 0.11015 -3.46282 3.94940
H -0.80354 -3.80416 3.86136
H 0.13891 -2.53750 3.90411
O 5.04604 -0.97786 -1.49924
H 5.35264 -0.91965 -2.41931
H 4.20384 -1.38065 -1.53409
O -3.33822 3.86770 0.47942
H -2.45882 3.68341 0.54875
H -3.51358 4.78879 0.81671
O 1.44061 -0.93971 -3.05734
H 0.70123 -1.65222 -2.97526
H 1.09995 -0.12368 -3.37570
O 4.90200 1.53842 1.96726
H 4.73128 1.27582 2.83417
H 4.04207 1.37107 1.54216
O -0.84897 -2.83103 -1.22452
H -1.27494 -2.30681 -1.91719
H -0.25881 -3.40044 -1.70718
O -3.87599 -0.33346 -1.19413
H -4.52905 -0.09549 -0.48117
H -2.99545 -0.19662 -0.99113
O -4.08535 -1.50033 0.23393
H -3.27386 -1.20770 0.52156
H -4.40460 -1.77627 1.08188
O 0.57187 4.25376 -0.02358
H -0.00099 5.07799 -0.03754
H 1.00380 4.38097 0.80361
*
```

=====

No. 4
A cluster of 10 separate species, H20O10 in total, computed with ωB97M-V/def2-TZVPD.

Computed properties:
Kohn-Sham gap, eV: 9.815
Calculated total energy, Ha: -764.26025
SMILES: O.O.O.O.O.O.O.O.O.O
Relative energy (zero: lowest compared OMol25 entry of this formula, charge and spin), kJ/mol: 582.0
HOMO, eV: -10.60

ORCA input file:
```
! RIJCOSX wB97M-V def2-TZVPD def2/J DEFGRID3
* xyz 0 1
O 2.50494 1.94204 -0.61481
H 2.26360 1.04467 -0.90737
H 3.42274 1.51812 -0.53100
O 1.13505 -2.54501 1.15059
H 0.72146 -3.39847 0.72931
H 1.91875 -2.69281 0.51100
O 0.29396 -0.60956 3.18864
H -0.57737 -0.50456 3.30928
H 0.32185 -1.01265 2.37573
O -0.17612 4.00238 -0.16371
H 0.33597 3.20099 0.12927
H -0.95330 4.03103 0.43363
O -2.92062 -1.18984 -0.25909
H -2.80493 -0.48327 -0.93071
H -1.88246 -1.37639 0.01928
O 1.84657 -0.84366 -1.14909
H 2.60206 -1.17222 -0.90144
H 1.11859 -1.41484 -1.31415
O -1.74138 1.57520 2.35265
H -1.23551 1.02643 1.82914
H -2.47097 0.80367 2.40325
O -0.39642 -2.13601 -1.47894
H -0.36876 -3.00390 -1.34054
H -0.88110 -1.92051 -2.29381
O -0.12803 -0.17961 0.30108
H 0.02218 -1.09964 0.10277
H 0.11999 0.42376 -0.44056
O -0.33153 1.81300 -2.20126
H -1.29248 1.41732 -2.11673
H -0.46672 2.78431 -2.19242
*
```

=====

No. 5
A structure of composition H20O10, computed with ωB97M-V/def2-TZVPD.

Computed properties:
Kohn-Sham gap, eV: 8.139
Calculated total energy, Ha: -764.15183
Relative energy (zero: lowest compared OMol25 entry of this formula, charge and spin), kJ/mol: 866.7
HOMO, eV: -8.57

ORCA input file:
```
! RIJCOSX wB97M-V def2-TZVPD def2/J DEFGRID3
* xyz 0 1
H -0.89791 0.19940 -0.18528
H 0.21173 -0.08973 0.81228
H -0.69352 0.33534 3.78461
H -1.26136 1.63431 3.23665
H -1.45352 4.00079 -1.76385
H -2.49590 4.01988 -0.65790
H -0.76661 0.67990 -2.07852
H -2.03245 0.88152 -2.89524
H 3.61963 -0.86373 -0.31925
H 4.10802 0.23469 0.61080
H -5.65995 1.10652 -1.65405
H -4.82934 0.68289 -0.45377
H 0.24070 -2.31782 2.70721
H 0.98494 -3.62150 2.94507
H 1.10172 0.65170 -1.99070
H 0.81547 0.13085 -3.38957
H 0.71268 -1.65771 -0.50184
H 1.52360 -0.37224 -0.49697
H 2.77219 -3.64853 1.47631
H 3.48830 -2.31407 1.60456
O -0.05011 0.53525 0.12685
O -0.77238 0.84711 2.97168
O -2.35894 4.27373 -1.57757
O -1.70956 0.85749 -1.98742
O 4.30387 -0.19057 -0.23169
O -4.84003 1.30657 -1.18855
O 0.26744 -3.08130 3.29490
O 1.17839 -0.13792 -2.53807
O 0.86127 -0.85101 -1.00795
O 3.63165 -3.23180 1.34724
*
```

=====

No. 6
A cluster of 10 separate species, H20O10 in total, computed with ωB97M-V/def2-TZVPD.

Computed properties:
Kohn-Sham gap, eV: 9.955
Calculated total energy, Ha: -764.39587
SMILES: O.O.O.O.O.O.O.O.O.O
Relative energy (zero: lowest compared OMol25 entry of this formula, charge and spin), kJ/mol: 225.9
HOMO, eV: -10.21

ORCA input file:
```
! RIJCOSX wB97M-V def2-TZVPD def2/J DEFGRID3
* xyz 0 1
O -0.47012 -2.62132 0.70973
H -0.13451 -3.51672 0.66646
H -0.73579 -2.42097 -0.18777
O -2.50241 0.91870 -2.36730
H -3.35576 1.33418 -2.24310
H -1.86870 1.60871 -2.17102
O -0.60386 -0.66182 2.93574
H -1.19132 0.01562 2.60080
H -0.51235 -1.28004 2.21072
O -1.87100 1.62793 1.74715
H -1.98782 2.57047 1.62791
H -2.64121 1.23660 1.33502
O -1.65669 -1.94749 -1.69342
H -1.90344 -1.03479 -1.54400
H -2.30749 -2.27334 -2.31512
O 2.21879 -1.42840 -1.60066
H 2.60011 -1.87379 -0.84405
H 2.48913 -0.51537 -1.50306
O 0.69600 0.63932 0.27051
H 0.34445 -0.21024 0.00427
H -0.02215 1.25403 0.12009
O 3.07750 -1.62339 1.18344
H 2.59501 -2.23699 1.73744
H 2.79090 -0.75857 1.47703
O 3.08169 1.11689 1.50601
H 3.73224 1.20706 0.80966
H 2.27674 0.86815 1.05168
O -1.04654 3.24260 -1.66113
H -0.15296 3.09179 -1.35290
H -0.93842 3.67118 -2.51016
*
```

=====

Q: calculated total energy of number 3 (H20O10)?
A: -764.21333 Ha